No. 1
Below is C14H28CuNOSi2 as an isolated structure, with properties calculated with wB97M-V/def2-TZVPD.

## Properties
Max |F| = 0.18 eV/Å
Frontier orbital gap (alpha / beta) = 5.79 / 8.01 eV
Multiplicity = 2
Charge = -1
Highest occupied orbital energy (alpha / beta) = -2.61 / -4.96 eV

Last column: Löwdin charge in e.
CARTESIAN COORDINATES (ANGSTROEM)
Cu: -0.717 -0.422 -0.462  0.2047
C: 2.214 -2.352 -0.893  -0.2356
Si: 1.550 -0.599 -0.568  0.4796
C: 2.454 0.503 -1.834  -0.2463
C: 2.287 -0.122 1.126  -0.3123
C: 3.620 0.240 1.336  -0.1087
C: 4.084 0.569 2.603  -0.1135
C: 3.215 0.539 3.687  -0.1146
C: 1.889 0.176 3.497  -0.1082
C: 1.408 -0.157 2.228  -0.3153
Si: -0.369 -0.695 1.829  0.5209
C: -1.529 0.312 2.943  -0.2307
C: -0.520 -2.489 2.434  -0.2291
H: 3.305 -2.384 -0.806  0.0171
H: 1.939 -2.695 -1.894  0.0112
H: 1.799 -3.061 -0.172  0.0050
H: 3.543 0.393 -1.778  0.0083
H: 2.216 1.558 -1.672  0.0079
H: 2.141 0.244 -2.849  0.0106
H: 4.309 0.276 0.498  0.0882
H: 5.120 0.856 2.747  0.0887
H: 3.573 0.802 4.676  0.0887
H: 1.218 0.160 4.351  0.0910
H: -1.311 0.152 4.005  0.0120
H: -2.563 0.013 2.757  0.0192
H: -1.453 1.382 2.739  0.0111
H: -0.282 -2.570 3.500  0.0174
H: 0.162 -3.143 1.886  0.0059
H: -1.537 -2.858 2.280  0.0151
C: -2.569 -0.940 -3.239  -0.0638
C: -2.772 0.310 -2.370  -0.7847
C: -1.901 1.447 -2.926  -0.0640
C: -4.244 0.733 -2.433  -0.0644
O: -2.451 0.039 -1.047  -0.3402
H: -2.857 -0.775 -4.283  0.0707
H: -3.163 -1.760 -2.831  0.0757
H: -1.516 -1.235 -3.208  0.0631
H: -2.138 1.681 -3.969  0.0726
H: -0.847 1.158 -2.862  0.0593
H: -2.046 2.348 -2.324  0.0721
H: -4.569 0.956 -3.454  0.0693
H: -4.393 1.620 -1.814  0.0743
H: -4.867 -0.069 -2.030  0.0732
N: -0.444 2.743 0.228  0.0343
H: -0.002 2.699 -0.685  -0.0088
H: 0.227 2.340 0.877  -0.0076
H: -1.213 2.075 0.175  -0.0195

No. 2
Below is an isolated ion of composition C14H28N7O2 and charge +1, with properties calculated with wB97M-V/def2-TZVPD.

## Properties
Max |F| = 0.91 eV/Å
Frontier orbital gap = 9.81 eV
SMILES string = N[C@@H](CO)c1cn([C@@H](CCCC[NH3+])C(=O)N2CCNCC2)nn1
Charge = +1
Highest occupied orbital energy = -11.80 eV

Last column: Löwdin charge in e.
CARTESIAN COORDINATES (ANGSTROEM)
N: 2.006 3.481 2.746  0.0549
H: 2.514 4.133 3.334  0.0836
H: 1.338 3.007 3.348  0.0866
C: 2.935 2.516 2.185  -0.3413
C: 2.213 1.647 1.213  -0.2227
N: 2.731 0.528 0.677  0.1152
N: 1.873 0.010 -0.126  -0.0027
N: 0.771 0.755 -0.143  -0.0554
C: 0.942 1.802 0.691  0.0477
H: 0.213 2.566 0.852  0.1314
C: -0.413 0.488 -0.929  -0.1507
H: -1.030 1.378 -0.783  0.1391
C: -1.156 -0.747 -0.381  -0.3768
O: -0.511 -1.707 0.049  0.0141
N: -2.484 -0.757 -0.427  -0.0225
C: -3.389 0.265 -0.912  -0.1205
H: -2.866 1.095 -1.378  0.1127
H: -4.041 -0.200 -1.658  0.1397
C: -4.266 0.759 0.246  -0.1974
N: -4.996 -0.376 0.762  -0.0683
H: -5.684 -0.094 1.450  0.1205
C: -4.095 -1.376 1.295  -0.1925
H: -4.678 -2.207 1.692  0.1265
C: -3.212 -1.879 0.152  -0.1067
H: -2.495 -2.616 0.512  0.1233
H: -3.843 -2.320 -0.623  0.1376
H: -3.448 -0.982 2.100  0.1266
H: -4.973 1.500 -0.128  0.1264
H: -3.621 1.238 1.007  0.1238
C: -0.139 0.344 -2.445  -0.1013
H: -1.065 0.628 -2.947  0.1171
C: 0.264 -1.043 -2.967  -0.1649
H: -0.280 -1.812 -2.419  0.1046
H: -0.082 -1.104 -3.999  0.1192
C: 1.776 -1.331 -2.941  -0.1760
C: 2.139 -2.637 -2.245  -0.1647
N: 1.876 -2.525 -0.796  0.1351
H: 2.140 -1.531 -0.471  0.0911
H: 2.344 -3.247 -0.252  0.1629
H: 0.855 -2.509 -0.563  0.1002
H: 3.202 -2.836 -2.390  0.1299
H: 1.572 -3.471 -2.662  0.1325
H: 2.308 -0.520 -2.444  0.1003
H: 2.152 -1.381 -3.962  0.1218
H: 0.619 1.076 -2.729  0.1310
C: 3.644 1.643 3.251  -0.2388
O: 4.339 2.426 4.182  -0.0492
H: 5.106 2.828 3.760  0.0973
H: 4.298 0.918 2.750  0.1152
H: 2.893 1.097 3.828  0.1292
H: 3.702 3.081 1.637  0.1554

No. 3
Below is C14H28NO4PW as an isolated structure in a non-equilibrium geometry, with properties calculated with wB97M-V/def2-TZVPD.

## Properties
Max |F| = 9.44 eV/Å
Frontier orbital gap (alpha / beta) = 6.40 / 4.26 eV
Multiplicity = 3
Charge = +4
Highest occupied orbital energy (alpha / beta) = -23.94 / -23.65 eV

Last column: Löwdin charge in e.
CARTESIAN COORDINATES (ANGSTROEM)
W: -0.041 -0.769 0.958  1.1678
C: -1.902 -0.991 1.860  -0.1413
O: -3.018 -1.249 2.028  0.3116
C: -0.276 1.140 1.351  -0.2258
O: -0.387 2.282 1.672  0.2410
C: 1.681 -0.661 1.930  -0.1047
O: 2.629 -0.460 2.589  0.2905
C: -1.390 1.108 -2.151  -0.4590
P: 0.078 0.312 -1.286  1.0769
H: 0.504 -1.328 -2.951  0.1541
H: -2.216 0.422 -1.870  0.1162
C: 1.556 1.114 -2.092  -0.4545
H: 1.323 1.060 -3.175  0.1442
C: -1.262 1.141 -3.699  -0.0274
H: -1.034 0.156 -4.122  0.0920
H: -0.489 1.859 -4.011  0.1057
H: -2.229 1.474 -4.107  0.1354
C: -1.728 2.503 -1.595  -0.0524
H: -0.940 3.234 -1.810  0.0838
C: 1.116 -2.285 -1.039  -0.0672
H: -1.907 2.484 -0.514  0.0714
H: -2.647 2.848 -2.090  0.1321
C: -1.258 -2.032 -1.928  -0.0614
H: 0.859 -2.401 0.090  0.0282
H: 1.035 -3.340 -1.357  0.1531
H: 2.163 -1.954 -1.100  0.0902
C: 0.155 -1.454 -1.918  -0.4852
H: -1.203 -3.122 -2.053  0.1271
H: -1.882 -1.615 -2.738  0.1172
H: -1.791 -1.855 -0.975  0.0722
C: 2.844 0.335 -1.830  -0.0622
H: 3.100 0.352 -0.761  0.0968
H: 3.646 0.844 -2.377  0.1337
H: 2.783 -0.696 -2.193  0.0738
C: 1.719 2.587 -1.687  -0.0453
H: 1.745 2.699 -0.590  0.0965
H: 0.930 3.224 -2.109  0.0829
H: 2.687 2.923 -2.086  0.1276
H: -0.509 -2.690 1.276  0.1679
H: -0.244 -2.398 2.031  0.1414
C: -0.305 0.522 4.865  0.0549
C: -0.569 -0.932 4.768  -0.4453
N: -0.519 -1.669 5.883  0.3124
O: -0.834 -1.509 3.692  -0.0265
H: -0.388 0.851 5.901  0.1274
H: -1.032 1.059 4.253  0.1006
H: 0.683 0.774 4.467  0.1075
H: -0.716 -2.653 5.809  0.1616
H: -0.521 -1.246 6.791  0.1625

No. 4
Below is C14H29BLuO3 as an isolated structure in a non-equilibrium geometry, with properties calculated with wB97M-V/def2-TZVPD.

## Properties
Max |F| = 2.84 eV/Å
Frontier orbital gap = 1.50 eV
Charge = +3
Highest occupied orbital energy = -16.43 eV

Last column: Löwdin charge in e.
CARTESIAN COORDINATES (ANGSTROEM)
C: 5.839 -0.551 2.145  -0.0004
O: 5.656 -0.030 0.843  -0.0213
C: 5.355 -0.952 -0.150  -0.1603
C: 4.531 -0.261 -1.250  -0.1177
C: 3.018 -0.558 -1.141  -0.1692
C: 2.353 0.084 0.081  -0.1894
C: 1.918 1.536 -0.129  -0.1815
C: 0.572 1.723 -0.893  -0.1910
C: -0.524 2.232 0.052  -0.2106
C: -1.929 2.283 -0.585  -0.1943
C: -3.012 2.466 0.543  -0.1490
B: -3.508 1.137 1.222  -0.0835
C: -4.620 0.146 0.610  -0.1263
C: -4.193 -0.727 -0.587  -0.1961
C: -3.352 -1.969 -0.189  -0.1019
C: -4.246 -3.166 0.174  -0.4943
O: -4.222 -4.242 -0.498  -0.1948
O: -5.040 -3.106 1.153  0.2576
H: 5.306 -1.486 2.321  0.1122
H: 6.920 -0.731 2.317  0.1488
H: 5.554 0.240 2.844  0.1256
H: 4.843 -1.846 0.228  0.1463
H: 6.329 -1.286 -0.590  0.2004
H: 4.758 0.804 -1.315  0.1344
H: 4.875 -0.675 -2.203  0.1279
H: 2.893 -1.642 -1.048  0.1137
H: 2.535 -0.186 -2.055  0.1342
H: 3.045 0.036 0.942  0.1209
H: 1.476 -0.519 0.358  0.1187
H: 2.704 2.128 -0.604  0.1191
H: 1.778 1.975 0.863  0.1148
H: 0.745 2.525 -1.618  0.1214
H: 0.262 0.847 -1.475  0.1028
H: -0.312 3.249 0.385  0.1331
H: -0.583 1.557 0.916  0.1161
H: -2.042 3.138 -1.253  0.1204
H: -2.156 1.385 -1.178  0.0806
H: -2.507 3.062 1.311  0.1006
H: -3.851 3.086 0.205  0.1140
H: -3.068 0.859 2.299  0.0810
H: -4.955 -0.538 1.396  0.0939
H: -5.475 0.741 0.270  0.1272
H: -5.125 -1.129 -1.028  0.1176
H: -3.687 -0.195 -1.394  0.1106
H: -2.615 -1.769 0.595  0.1602
H: -2.793 -2.288 -1.130  0.0169
H: -5.945 -3.351 0.858  0.2116
Lu: -3.506 -4.037 -2.619  1.9989

No. 5
Below is C14H29IMnN5O6 as an isolated structure, with properties calculated with wB97M-V/def2-TZVPD.

## Properties
Max |F| = 0.55 eV/Å
Frontier orbital gap (alpha / beta) = 7.55 / 7.68 eV
Multiplicity = 6
Charge = +1
Highest occupied orbital energy (alpha / beta) = -10.34 / -10.47 eV

Last column: Löwdin charge in e.
CARTESIAN COORDINATES (ANGSTROEM)
Mn: 1.195 -0.332 -0.942  0.5105
C: 2.250 -0.573 3.637  -0.0047
N: 2.585 0.606 2.846  -0.1148
C: 3.797 1.326 3.223  -0.0155
C: 1.991 0.796 1.670  -0.4088
O: 1.053 0.092 1.266  -0.0264
C: 2.513 1.924 0.785  -0.0907
O: 1.956 1.815 -0.508  -0.2037
C: 1.134 2.845 -0.998  -0.1162
C: -0.319 2.376 -1.069  -0.4195
O: -0.600 1.219 -0.743  -0.0641
N: -1.235 3.254 -1.495  -0.1249
C: -0.929 4.596 -1.971  -0.0165
C: -2.628 2.862 -1.616  -0.0162
H: 2.303 -0.315 4.693  0.0941
H: 2.950 -1.383 3.424  0.1002
H: 1.244 -0.898 3.394  0.0842
H: 3.903 1.274 4.304  0.0959
H: 3.735 2.377 2.952  0.0902
H: 4.680 0.878 2.762  0.1111
H: 3.595 1.838 0.692  0.1384
H: 2.283 2.894 1.236  0.1436
H: 1.472 3.089 -2.007  0.1291
H: 1.222 3.739 -0.375  0.1391
H: 0.135 4.796 -1.967  0.0814
H: -1.426 5.340 -1.346  0.1017
H: -1.285 4.706 -2.996  0.1050
H: -2.795 1.936 -1.076  0.0763
H: -2.897 2.728 -2.665  0.1043
H: -3.257 3.644 -1.190  0.0978
I: 1.148 0.031 -3.530  0.2026
C: -3.139 -2.154 -1.560  -0.0449
C: -1.813 -1.377 -1.714  -0.1630
N: -0.850 -1.784 -0.682  -0.1805
C: -1.396 -1.523 0.653  -0.1306
C: -2.705 -2.318 0.864  -0.0423
N: -2.973 -3.096 -0.398  -0.0943
C: -1.843 -4.052 -0.672  -0.0432
C: -0.555 -3.217 -0.822  -0.1289
H: -3.383 -2.769 -2.424  0.1363
H: -3.991 -1.520 -1.321  0.1339
H: -1.975 -0.307 -1.626  0.0947
H: -1.370 -1.553 -2.693  0.0732
H: -1.564 -0.455 0.756  0.1163
H: -0.646 -1.815 1.385  0.1237
H: -3.576 -1.684 1.023  0.1345
H: -2.645 -3.047 1.670  0.1357
H: -3.832 -3.629 -0.280  0.1869
H: -2.116 -4.602 -1.570  0.1368
H: -1.812 -4.740 0.171  0.1365
H: -0.098 -3.384 -1.796  0.1377
H: 0.174 -3.498 -0.070  0.1127
O: 3.885 -2.352 0.905  0.0901
N: 3.117 -1.760 0.192  -0.5284
O: 1.993 -2.254 -0.155  -0.1082
O: 3.338 -0.589 -0.234  -0.0683

No. 6
Below is C14H2Cl5N2ReS6Sb as an isolated structure in a non-equilibrium geometry, with properties calculated with wB97M-V/def2-TZVPD.

## Properties
Max |F| = 3.34 eV/Å
Frontier orbital gap (alpha / beta) = 5.70 / 5.69 eV
Charge = +1
Highest occupied orbital energy (alpha / beta) = -12.44 / -12.40 eV

Last column: Löwdin charge in e.
CARTESIAN COORDINATES (ANGSTROEM)
Re: 0.974 0.293 -0.721  0.4028
S: -0.298 -0.489 1.280  0.5673
C: 0.352 -2.144 1.536  -0.5465
C: -0.317 -3.004 2.386  -0.0110
C: 0.132 -4.316 2.522  -0.1475
C: -0.540 -5.207 3.395  -0.1601
N: -1.091 -5.915 4.104  0.2220
C: 1.248 -4.748 1.780  -0.1476
C: 1.933 -3.860 0.959  -0.0595
C: 1.505 -2.540 0.848  -0.6546
S: 2.425 -1.395 -0.106  0.6637
C: 1.683 -6.096 1.874  -0.1548
N: 2.036 -7.181 1.947  0.2256
H: -1.177 -2.663 2.943  0.1363
H: 2.797 -4.202 0.409  0.1316
S: 0.680 -3.921 -2.243  0.0202
Sb: -0.628 -2.243 -3.003  0.2659
S: 0.716 -0.085 -2.943  0.0531
S: -1.268 -0.726 -0.471  0.1612
S: -2.594 -1.797 -4.026  0.0085
Cl: -1.809 2.305 1.219  0.7255
C: -0.373 3.008 0.612  -0.6761
C: 0.598 2.233 -0.012  -0.3808
C: 1.760 2.880 -0.417  -0.6503
Cl: 2.803 1.701 -1.149  0.7649
C: 2.041 4.218 -0.243  -0.6872
Cl: 3.519 4.907 -0.744  0.7648
C: 1.028 4.989 0.366  -0.6730
Cl: 1.296 6.651 0.627  0.7710
C: -0.172 4.392 0.766  -0.6804
Cl: -1.401 5.349 1.480  0.7449